No. 1
This record from the Open Molecules 2025 dataset describes C18H27N3O4 in the gas phase in a non-equilibrium geometry. The level of theory is the ωB97M-V functional and the def2-TZVPD basis.

Structure (XYZ):
```
52
Properties=species:S:1:pos:R:3:nbo_charge:R:1
C -2.934 -0.591 -4.546 -0.616
C -3.719 -0.500 -3.283 -0.424
C -2.989 0.118 -2.148 -0.220
C -4.064 0.573 -1.188 -0.599
C -1.882 -0.719 -1.377 -0.096
N -1.221 0.076 -0.211 -0.596
C 0.051 0.445 -0.056 0.688
O 0.886 0.035 -0.813 -0.648
C 0.362 1.350 1.143 -0.133
C 0.747 0.515 2.291 -0.422
C 2.204 0.158 2.558 -0.061
C 2.979 -0.626 1.704 -0.184
C 4.338 -0.792 2.005 -0.275
C 4.924 -0.402 3.185 0.286
O 6.262 -0.623 3.315 -0.656
C 4.141 0.256 4.181 -0.301
C 2.797 0.542 3.812 -0.177
N 1.457 2.229 0.730 -0.604
C 1.707 3.400 1.232 0.677
C 3.005 4.108 0.851 -0.695
O 0.871 3.995 1.977 -0.681
C -2.385 -2.134 -0.990 0.649
O -3.043 -2.317 0.039 -0.632
N -2.001 -3.089 -1.827 -0.601
C -2.059 -4.625 -1.651 -0.398
H -1.879 -0.981 -4.595 0.198
H -3.408 -1.370 -5.247 0.217
H -2.792 0.457 -5.019 0.210
H -4.551 0.153 -3.643 0.225
H -4.074 -1.531 -3.041 0.217
H -2.539 1.043 -2.393 0.208
H -4.791 1.147 -1.695 0.207
H -3.737 1.200 -0.405 0.195
H -4.623 -0.304 -0.842 0.221
H -1.193 -0.815 -2.147 0.214
H -1.878 0.609 0.335 0.396
H -0.506 1.908 1.422 0.237
H 0.056 -0.317 2.291 0.228
H 0.535 1.065 3.219 0.225
H 2.703 -0.948 0.660 0.240
H 5.089 -1.212 1.317 0.223
H 6.458 -0.151 4.166 0.478
H 4.515 0.640 5.218 0.224
H 2.207 1.236 4.351 0.209
H 1.998 1.764 -0.007 0.427
H 2.809 4.632 -0.032 0.231
H 3.728 3.272 0.801 0.219
H 3.168 4.820 1.669 0.247
H -1.414 -2.786 -2.596 0.391
H -1.292 -4.983 -1.033 0.204
H -2.067 -5.057 -2.588 0.203
H -2.958 -4.872 -1.100 0.225
```

Properties
Multiplicity: 1
SMILES string: CC[C@@H](C)[C@@H](NC(=O)[C@@H](Cc1ccc(O)cc1)NC(C)=O)C(=O)NC
HOMO-LUMO gap, eV: 9.04
Largest force on an atom, hartree/bohr: 0.095
HOMO, eV: -8.50
Energy, eV: -31763.5899

---

No. 2
This record from the Open Molecules 2025 dataset describes 9 unconnected molecules or ions with the total composition C18H27N9 in a non-equilibrium geometry. The level of theory is the ωB97M-V functional and the def2-TZVPD basis.

Structure (XYZ):
```
54
Properties=species:S:1:pos:R:3:nbo_charge:R:1
C -0.518 0.864 3.840 -0.709
C 0.709 0.279 4.468 0.304
N 1.662 -0.170 4.989 -0.340
H -0.318 1.205 2.824 0.262
H -0.865 1.681 4.472 0.245
H -1.348 0.163 3.753 0.240
C -1.918 -1.717 2.297 -0.739
C -1.299 -2.896 1.674 0.342
N -0.724 -3.775 1.217 -0.361
H -2.710 -1.992 2.994 0.246
H -2.288 -0.982 1.582 0.252
H -1.204 -1.139 2.882 0.268
C -0.740 -2.112 -1.364 -0.780
C -2.157 -2.263 -0.981 0.325
N -3.295 -2.473 -0.717 -0.410
H -0.432 -1.074 -1.235 0.293
H -0.512 -2.615 -2.303 0.251
H -0.298 -2.687 -0.551 0.279
C 4.599 1.310 -2.028 -0.722
C 3.431 1.397 -1.115 0.335
N 2.463 1.479 -0.468 -0.368
H 4.185 1.156 -3.024 0.243
H 5.255 0.454 -1.867 0.270
H 5.215 2.209 -2.033 0.263
C 0.207 0.641 -0.246 -0.737
C 0.318 -0.171 0.990 0.391
N 0.468 -0.827 1.926 -0.469
H 0.763 1.578 -0.268 0.314
H -0.832 0.898 -0.451 0.274
H 0.498 -0.077 -1.013 0.239
C 2.099 -0.282 -3.382 -0.722
C 1.857 -1.205 -2.261 0.286
N 1.667 -1.911 -1.357 -0.310
H 2.812 -0.725 -4.078 0.256
H 2.383 0.711 -3.034 0.245
H 1.095 -0.201 -3.800 0.263
C -3.326 1.757 -2.304 -0.708
C -2.312 0.663 -2.162 0.371
N -1.547 -0.147 -2.034 -0.402
H -2.948 2.743 -2.033 0.231
H -4.220 1.558 -1.712 0.266
H -3.694 1.818 -3.328 0.253
C 0.954 -2.558 3.087 -0.704
C 1.575 -3.831 3.551 0.303
N 1.970 -4.846 3.922 -0.390
H 1.763 -1.853 3.281 0.259
H 0.072 -2.270 3.659 0.224
H 0.764 -2.762 2.033 0.282
C -1.741 4.586 -1.593 -0.715
C -1.157 3.388 -0.957 0.346
N -0.784 2.452 -0.412 -0.409
H -0.934 5.197 -1.997 0.264
H -2.354 5.132 -0.876 0.267
H -2.312 4.242 -2.455 0.243
```

Properties
Multiplicity: 1
SMILES string: CC#N.CC#N.CC#N.CC#N.CC#N.CC#N.CC#N.CC#N.CC#N
HOMO-LUMO gap, eV: 9.25
Largest force on an atom, hartree/bohr: 0.139
HOMO, eV: -9.54
Energy, eV: -32502.1660

---

No. 3
This record from the Open Molecules 2025 dataset describes a molecular structure, C18H28BBa2Br14O8 in a non-equilibrium geometry. The level of theory is the ωB97M-V functional and the def2-TZVPD basis.

Structure (XYZ):
```
71
Properties=species:S:1:pos:R:3:lowdin_charge:R:1
Ba 1.660 -4.597 -5.498 2.056
Ba 4.049 3.772 0.485 1.754
O 2.118 1.895 0.063 -0.206
C 1.552 0.953 -0.440 -0.450
O 2.008 0.164 -1.376 0.232
B 1.016 -0.892 -1.664 -0.872
O -0.076 -0.656 -0.732 0.240
C 0.166 0.434 -0.012 -0.383
O -0.480 0.905 0.866 0.162
O 1.591 -2.250 -1.514 0.271
C 1.300 -2.967 -2.551 -0.397
O 1.540 -4.123 -2.835 -0.060
C 0.651 -2.029 -3.606 -0.387
O 0.534 -0.874 -3.065 0.260
O 0.417 -2.442 -4.729 -0.107
Br 2.300 0.523 -6.445 0.683
C 1.950 1.327 -4.701 -0.699
C 0.577 1.930 -4.715 -0.651
Br 0.192 2.764 -2.994 0.759
H 2.695 2.079 -4.440 0.063
H 2.080 0.563 -3.946 0.020
H -0.188 1.158 -4.793 0.053
H 0.370 2.633 -5.516 0.072
Br -1.760 -0.527 3.727 0.672
C -3.337 0.619 3.792 -0.631
C -3.012 2.083 3.568 -0.621
Br -1.410 2.675 4.583 0.605
H -3.823 0.446 4.749 0.068
H -4.033 0.259 3.036 0.047
H -3.853 2.702 3.866 0.074
H -2.713 2.251 2.538 0.018
Br -3.883 4.443 -1.444 0.691
C -2.222 5.249 -0.835 -0.672
C -1.599 4.339 0.194 -0.692
Br 0.185 4.893 0.730 0.613
H -2.450 6.231 -0.429 0.069
H -1.575 5.395 -1.697 0.043
H -1.522 3.316 -0.174 0.025
H -2.255 4.213 1.054 0.062
Br -1.764 -3.952 -0.195 0.652
C -0.902 -3.356 1.472 -0.675
C 0.344 -4.164 1.732 -0.706
Br 1.075 -3.869 3.519 0.675
H -1.703 -3.520 2.185 0.043
H -0.672 -2.297 1.408 0.017
H 1.086 -3.969 0.963 -0.002
H 0.162 -5.234 1.749 0.048
Br 3.238 -5.737 0.347 0.641
C 4.291 -4.402 1.338 -0.637
C 4.618 -3.222 0.456 -0.691
Br 5.974 -3.681 -0.924 0.579
H 5.183 -4.867 1.741 0.069
H 3.611 -4.032 2.104 0.004
H 5.166 -2.521 1.086 0.032
H 3.764 -2.748 -0.014 0.027
Br 3.296 -0.314 2.497 0.650
C 1.888 0.050 3.838 -0.620
C 2.131 1.395 4.499 -0.550
Br 2.112 2.854 3.129 0.494
H 1.961 -0.694 4.629 0.073
H 0.938 0.017 3.318 -0.013
H 3.050 1.474 5.068 0.075
H 1.268 1.663 5.106 0.026
Br -5.301 1.718 0.269 0.590
C -5.532 1.013 -1.569 -0.656
C -4.196 0.495 -2.002 -0.704
Br -4.309 -0.005 -3.916 0.596
H -5.857 1.907 -2.093 0.042
H -6.321 0.269 -1.559 0.068
H -3.931 -0.377 -1.410 0.055
H -3.426 1.251 -1.871 0.017
```

Properties
Charge: +3
Multiplicity: 1
HOMO-LUMO gap, eV: 6.24
Largest force on an atom, hartree/bohr: 0.032
HOMO, eV: -14.83
Energy, eV: -1018143.7839

---

Repeat the second record exactly.
This record from the Open Molecules 2025 dataset describes 9 unconnected molecules or ions with the total composition C18H27N9 in a non-equilibrium geometry. The level of theory is the ωB97M-V functional and the def2-TZVPD basis.

Structure (XYZ):
```
54
Properties=species:S:1:pos:R:3:nbo_charge:R:1
C -0.518 0.864 3.840 -0.709
C 0.709 0.279 4.468 0.304
N 1.662 -0.170 4.989 -0.340
H -0.318 1.205 2.824 0.262
H -0.865 1.681 4.472 0.245
H -1.348 0.163 3.753 0.240
C -1.918 -1.717 2.297 -0.739
C -1.299 -2.896 1.674 0.342
N -0.724 -3.775 1.217 -0.361
H -2.710 -1.992 2.994 0.246
H -2.288 -0.982 1.582 0.252
H -1.204 -1.139 2.882 0.268
C -0.740 -2.112 -1.364 -0.780
C -2.157 -2.263 -0.981 0.325
N -3.295 -2.473 -0.717 -0.410
H -0.432 -1.074 -1.235 0.293
H -0.512 -2.615 -2.303 0.251
H -0.298 -2.687 -0.551 0.279
C 4.599 1.310 -2.028 -0.722
C 3.431 1.397 -1.115 0.335
N 2.463 1.479 -0.468 -0.368
H 4.185 1.156 -3.024 0.243
H 5.255 0.454 -1.867 0.270
H 5.215 2.209 -2.033 0.263
C 0.207 0.641 -0.246 -0.737
C 0.318 -0.171 0.990 0.391
N 0.468 -0.827 1.926 -0.469
H 0.763 1.578 -0.268 0.314
H -0.832 0.898 -0.451 0.274
H 0.498 -0.077 -1.013 0.239
C 2.099 -0.282 -3.382 -0.722
C 1.857 -1.205 -2.261 0.286
N 1.667 -1.911 -1.357 -0.310
H 2.812 -0.725 -4.078 0.256
H 2.383 0.711 -3.034 0.245
H 1.095 -0.201 -3.800 0.263
C -3.326 1.757 -2.304 -0.708
C -2.312 0.663 -2.162 0.371
N -1.547 -0.147 -2.034 -0.402
H -2.948 2.743 -2.033 0.231
H -4.220 1.558 -1.712 0.266
H -3.694 1.818 -3.328 0.253
C 0.954 -2.558 3.087 -0.704
C 1.575 -3.831 3.551 0.303
N 1.970 -4.846 3.922 -0.390
H 1.763 -1.853 3.281 0.259
H 0.072 -2.270 3.659 0.224
H 0.764 -2.762 2.033 0.282
C -1.741 4.586 -1.593 -0.715
C -1.157 3.388 -0.957 0.346
N -0.784 2.452 -0.412 -0.409
H -0.934 5.197 -1.997 0.264
H -2.354 5.132 -0.876 0.267
H -2.312 4.242 -2.455 0.243
```

Properties
Multiplicity: 1
SMILES string: CC#N.CC#N.CC#N.CC#N.CC#N.CC#N.CC#N.CC#N.CC#N
HOMO-LUMO gap, eV: 9.25
Largest force on an atom, hartree/bohr: 0.139
HOMO, eV: -9.54
Energy, eV: -32502.1660

---

- What is the formula in the third record?
  C18H28BBa2Br14O8

---

- energy of number 3 (C18H28BBa2Br14O8)?
  -1018143.7839 eV